(1)
DFT (the ωB97M-V functional and the def2-TZVPD basis) results for a cluster of 11 separate species, C4H32N2O10 in total.

XYZ file:
```
48
C4H32N2O10 | the Open Molecules 2025 dataset | the ωB97M-V functional and the def2-TZVPD basis
C -1.60123 1.84593 2.21779
N -1.42058 1.82222 0.71932
C -1.44575 0.50362 0.12234
C -0.07614 -0.16395 0.27347
N 0.61775 -1.04714 -0.75549
C 2.01370 -1.22332 -0.33465
H -1.71812 0.92022 2.80150
H -2.54062 2.42670 2.36558
H -0.89079 2.50672 2.68916
H -0.61423 2.41531 0.47087
H -2.13750 -0.14769 0.75478
H -1.67922 0.65104 -1.03269
H 0.73098 0.67881 0.23867
H -0.15517 -0.74647 1.20553
H 0.00629 -1.77882 -1.05729
H 2.49984 -1.98574 -1.04710
H 2.62212 -0.35675 -0.59562
H 2.17594 -1.70633 0.57717
H -3.50722 -3.26127 -0.27911
H -2.68885 -1.94301 -0.30517
O -2.62541 -2.83653 0.03439
H 3.29109 3.35798 -0.19523
H 2.23914 2.59766 0.66536
O 2.53077 3.49775 0.35381
H -0.38030 0.96546 -3.96506
H -0.33502 -0.04116 -2.84399
O -0.94023 0.25159 -3.50365
H -1.54197 3.38056 -2.47596
H -0.85008 2.10755 -3.23665
O -0.92216 3.08101 -3.14460
H 1.59493 0.51862 4.05525
H 0.56231 0.96982 3.11760
O 1.41532 0.51788 3.07124
H 0.92902 2.47302 -3.45342
H 2.21312 1.74959 -3.77677
O 1.34946 1.60575 -3.37190
H -2.75477 -1.85503 -3.96273
H -2.27723 -2.28829 -2.48319
O -2.99316 -2.04134 -3.04993
H 0.33134 -4.76052 1.32753
H 0.73005 -3.56539 0.23354
O 0.94318 -4.29688 0.79647
H -1.20898 -2.32890 4.41759
H -0.33834 -2.60056 3.30862
O -1.24460 -2.33645 3.45148
H 3.00310 0.13228 2.15838
H 3.48808 1.63364 1.79198
O 3.60013 0.70081 1.65078
```

Calculated values
- HOMO energy: -8.569 eV
- Structure (SMILES): CNCCNC.O.O.O.O.O.O.O.O.O.O

Mulliken atomic charge list, values in e, 2 entries: C -1.0878; N -0.2992

=====

(2)
DFT (the ωB97M-V functional and the def2-TZVPD basis) results for a cluster of 11 separate species, C4H32N2O11 in total.

XYZ file:
```
49
C4H32N2O11 | the Open Molecules 2025 dataset | the ωB97M-V functional and the def2-TZVPD basis
N -2.09322 0.96762 1.65378
C -0.93894 0.41220 0.97272
C -0.20858 1.56982 0.26468
C 0.04574 2.80783 1.11839
O 0.97230 0.88691 -0.16461
C -1.30906 -0.72167 0.00119
N -1.00148 -2.04243 0.50386
H -2.74560 0.40714 2.19180
H -2.46540 1.82544 1.24892
H -0.30994 0.14698 1.84442
H -0.57654 2.00330 -0.66812
H -0.86421 3.37528 0.99592
H 0.19359 2.70334 2.19433
H 0.88916 3.37323 0.72290
H 1.71740 1.45526 -0.39703
H -0.83496 -0.47425 -0.95488
H -2.34509 -0.55381 -0.34290
H -0.34011 -1.99235 1.27134
H -0.53981 -2.68791 -0.13184
H 2.76904 3.25415 -3.35247
H 2.43753 2.03717 -4.20232
O 2.29311 2.41729 -3.32782
H -2.53671 -1.20225 3.30837
H -1.90926 -2.36607 2.54459
O -2.30849 -2.12796 3.38972
H 2.85150 -1.22213 1.70065
H 1.97474 0.06587 1.29727
O 2.53122 -0.35552 1.95228
H 3.01315 -3.64512 -2.46559
H 2.35013 -2.40450 -1.70230
O 2.90037 -3.19213 -1.63112
H 0.00047 -0.68925 4.17393
H 1.38509 -0.52327 3.32681
O 0.86221 -1.04981 3.96282
H 2.22363 -3.59352 0.11330
H 1.59245 -3.74355 1.51721
O 1.39456 -3.46516 0.61672
H 0.31342 1.64540 -3.84933
H -0.92115 2.05501 -3.37632
O -0.58617 1.66172 -4.20143
H -0.44391 4.21502 -0.93006
H -0.30493 4.65222 -2.25684
O -1.01926 4.28790 -1.70938
H -4.51015 -2.40611 0.39296
H -3.08876 -2.92630 -0.04900
O -3.97511 -2.70218 -0.34595
H 1.13035 -0.47473 -1.68742
H 0.85341 -0.68289 -3.10187
O 1.48230 -0.98128 -2.43230
```

Calculated values
- HOMO energy (alpha / beta): -13.920 / -13.644 eV
- Charge: +1
- 2S+1: 2

Mulliken atomic charge list, values in e, 2 entries: N -0.1479; C 1.4249

=====

(3)
DFT (the ωB97M-V functional and the def2-TZVPD basis) results for a cluster of 12 separate species, C4H32N2O13 in total.

XYZ file:
```
51
C4H32N2O13 | the Open Molecules 2025 dataset | the ωB97M-V functional and the def2-TZVPD basis
C -3.27611 0.63373 0.24261
N -3.03638 0.82104 -1.19780
C -1.72273 0.32942 -1.58602
C -1.55276 0.49072 -3.05855
O -0.21065 0.27527 -3.49963
C -1.60904 -1.21070 -1.10872
N -0.44808 -1.52089 -0.59253
O -2.50914 -1.99469 -1.30115
H -3.69235 -0.34408 0.46976
H -4.06877 1.26410 0.65397
H -2.47729 0.85887 0.93277
H -3.72076 0.24838 -1.66892
H -0.88935 0.87663 -1.12102
H -2.18397 -0.17770 -3.64428
H -2.04702 1.35896 -3.48906
H 0.22689 -0.53825 -3.21465
H 0.39356 -0.97292 -0.63679
H -0.12899 -2.47846 -0.39999
H -0.06137 -0.51218 2.90106
H -0.51488 -1.08847 1.59633
O 0.14302 -0.48573 1.95312
H 2.10437 0.98881 0.99593
H 3.38414 0.33355 0.85013
O 2.75171 0.52425 1.55957
H -1.83745 -2.71341 3.01255
H -2.20959 -2.43269 1.42383
O -2.02724 -2.09122 2.30001
H 0.30359 2.40160 0.78129
H 0.57109 1.52723 1.99038
O 0.20167 2.37705 1.73673
H 0.80968 -4.40179 0.82804
H 0.63656 -3.67683 2.04187
O 0.06493 -3.97709 1.29647
H 0.30775 1.81944 -2.97186
H 0.09503 3.11009 -2.39238
O 0.73595 2.38657 -2.27373
H -0.59296 2.11735 4.21249
H 0.66726 1.36155 3.83776
O -0.22859 1.22854 4.16426
H 2.36475 3.10883 0.74445
H 2.11670 3.11490 -0.84124
O 1.93189 2.68354 -0.00546
H 1.15770 -1.91552 2.48342
H 2.37946 -2.30451 3.49701
O 1.68618 -2.61313 2.91613
H 2.62417 -0.57826 -1.90291
H 2.84926 -2.16638 -2.10799
O 2.22405 -1.45627 -1.94601
H 2.95291 2.49120 -2.57838
H 2.34215 1.38525 -3.27462
O 3.01908 1.53431 -2.60824
```

Calculated values
- HOMO energy (alpha / beta): -13.251 / -13.251 eV
- Charge: +1
- 2S+1: 2

Mulliken atomic charge list, values in e, 2 entries: C -0.8170; N -0.0835

=====

(4)
DFT (the ωB97M-V functional and the def2-TZVPD basis) results for a cluster of 13 separate species, C4H32N2O14 in total.

XYZ file:
```
52
C4H32N2O14 | the Open Molecules 2025 dataset | the ωB97M-V functional and the def2-TZVPD basis
O -1.78685 0.57644 2.01184
C -0.63120 0.14938 1.90035
N -0.28711 -0.03528 0.53702
C -0.85141 0.60801 -0.54890
N -0.39140 0.31751 -1.84476
O -1.61743 1.51830 -0.38660
C 0.17348 -0.25409 3.06754
C 1.67259 -0.14046 3.03102
H 0.62172 -0.47821 0.31125
H 0.00144 -0.56861 -2.08339
H -1.04453 0.50886 -2.58384
H -0.38216 0.40911 3.79060
H -0.21035 -1.22933 3.44687
H 2.19023 -0.90939 3.72138
H 2.22808 -0.20766 2.12348
H 2.08934 0.77794 3.45356
H -3.43930 -1.36834 -0.61653
H -3.52056 -2.68641 -1.25820
O -3.06296 -2.24689 -0.48069
H -3.10993 0.29873 1.02331
H -4.00362 1.24614 0.16540
O -3.81946 0.30977 0.32054
H -2.44061 -2.23133 2.97483
H -2.86221 -2.24447 1.48935
O -2.29172 -2.65934 2.12571
H -1.30541 3.59064 -0.40717
H -2.34789 3.74051 0.70505
O -1.51902 4.08336 0.37799
H 1.91330 2.55648 -0.95104
H 1.59108 2.22681 0.37927
O 2.40933 2.33143 -0.12639
H 0.94659 -2.28777 -3.82401
H 0.71316 -2.47766 -2.18580
O 0.41389 -2.15650 -3.04862
H 0.65184 2.89730 2.32528
H -0.61371 2.95926 1.48294
O 0.25590 2.51437 1.53331
H 2.05541 2.08224 -2.94357
H 0.59547 2.48538 -3.01779
O 1.45590 2.87778 -2.84157
H 0.59270 -2.51603 -0.21848
H 2.08845 -2.92975 -0.45946
O 1.43018 -2.24964 -0.66181
H -0.88305 -3.94277 0.85622
H -1.43755 -3.36786 -0.47971
O -0.62867 -3.63525 -0.02382
H 3.52641 1.27102 -0.82192
H 3.12504 -0.29725 -1.00730
O 3.80779 0.37289 -1.09713
H 3.36911 0.26522 -2.74451
H 1.95727 -0.25427 -3.13033
O 2.61243 0.39970 -3.36076
```

Calculated values
- HOMO energy: -10.220 eV

Mulliken atomic charge list, values in e, 2 entries: O -0.7393; C 0.5118

=====

(5)
DFT (the ωB97M-V functional and the def2-TZVPD basis) results for a cluster of 10 separate species, C4H32N2O9 in total.

XYZ file:
```
47
C4H32N2O9 | the Open Molecules 2025 dataset | the ωB97M-V functional and the def2-TZVPD basis
C 0.97053 2.42725 -1.17165
C 0.86924 0.89884 -1.13245
C 1.77845 0.16368 -2.14199
C 2.89120 -0.60644 -1.46283
N 2.39055 -1.86937 -0.81811
N -0.61266 0.56611 -1.28839
H 1.99939 2.76600 -1.26829
H 0.44688 2.74880 -2.07973
H 0.54550 2.82118 -0.25130
H 1.09086 0.74121 -0.07313
H 2.18127 0.95492 -2.78073
H 1.20532 -0.41360 -2.87083
H 3.68675 -0.85729 -2.18050
H 3.45207 -0.04978 -0.71214
H 2.97168 -2.24668 -0.06322
H 1.41102 -1.74898 -0.55273
H 2.50057 -2.69997 -1.41382
H -1.15298 1.43587 -1.19457
H -0.97043 -0.13870 -0.64610
H -0.69945 0.23496 -2.26396
H -2.61372 -1.56797 -0.42490
H -1.99874 -2.58930 -1.43269
O -1.77729 -1.94485 -0.77052
H -4.96223 -0.88783 0.23973
H -4.50080 -2.16910 0.65025
O -4.10316 -1.29426 0.45449
H 1.86518 1.50334 1.83762
H 3.31646 1.90411 1.84541
O 2.63244 1.58497 1.23543
H -1.28365 -1.60288 3.83639
H -0.85880 -3.05784 4.08568
O -0.63609 -2.27391 3.57143
H 0.25472 -2.10471 1.98949
H -0.58517 -1.94262 0.74021
O 0.30298 -1.70756 1.09260
H -2.02413 1.51539 1.25691
H -2.56456 2.80654 0.36234
O -1.88245 2.12687 0.47364
H -0.76586 1.28926 -4.34998
H -0.49392 -0.07997 -5.06495
O -0.62489 0.33475 -4.21129
H 0.81184 0.72942 4.00152
H 0.72511 -0.18154 2.57107
O 0.80299 0.63659 3.05284
H -1.21703 1.50000 3.18879
H -2.79317 1.31928 3.27182
O -1.98179 1.02582 2.86314
```

Calculated values
- HOMO energy: -16.483 eV
- Charge: +2

Mulliken atomic charge list, values in e, 2 entries: C -1.8479; C 1.3072

=====

Max |F|, respectively: 4.9 1.8 4.2 4.8 2.4 eV/Å.
Relative energy (zero: lowest compared OMol25 entry of this formula, charge and spin), respectively: 87.67 0.00 68.69 18.27 8.71 kcal per mole.